Here is C36H44AsF3N5OPbTe as an isolated structure from the OMol25 dataset. Energies are from ωB97M-V/def2-TZVPD.

Atoms and positions in Å:
Pb -0.41 -0.63 0.17
O 2.57 2.99 1.28
C 1.64 2.22 0.99
N 1.57 1.33 0.03
C 2.85 1.11 -0.61
C 3.32 -0.33 -0.51
C 4.20 -0.85 -1.46
C 4.66 -2.15 -1.33
C 4.23 -2.90 -0.24
C 3.34 -2.31 0.64
N 2.89 -1.06 0.51
C 0.41 2.30 1.91
C 0.42 3.29 2.89
C -0.63 3.37 3.78
C -1.67 2.46 3.68
C -1.61 1.50 2.68
N -0.60 1.42 1.81
H 2.82 1.38 -1.67
H 3.63 1.73 -0.15
H 4.52 -0.23 -2.30
H 5.34 -2.57 -2.05
H 4.56 -3.92 -0.09
H 2.94 -2.86 1.49
H 1.27 3.95 2.92
H -0.64 4.13 4.56
H -2.52 2.48 4.35
H -2.40 0.77 2.56
N 0.47 -0.89 -3.10
C 0.23 -1.98 -4.03
C 0.62 -3.35 -3.46
C -0.10 -3.83 -2.20
N 0.39 -3.20 -0.97
H 0.28 0.02 -3.52
H 1.43 -0.89 -2.77
H 0.76 -1.87 -4.98
H -0.84 -1.99 -4.27
H 1.70 -3.37 -3.28
H 0.42 -4.08 -4.25
H 0.02 -4.92 -2.16
H -1.17 -3.63 -2.29
H 1.40 -3.24 -0.93
H 0.04 -3.67 -0.15
F -0.37 -7.11 7.71
C -1.45 -6.71 7.01
F -1.99 -7.82 6.46
F -2.35 -6.28 7.92
C -1.14 -5.67 5.99
C 0.15 -5.19 5.83
C 0.42 -4.22 4.87
C -0.60 -3.73 4.05
C -1.90 -4.23 4.23
C -2.16 -5.19 5.18
C -0.35 -2.75 3.04
C -0.21 -1.93 2.15
H 0.95 -5.56 6.45
H 1.42 -3.84 4.74
H -2.69 -3.85 3.59
H -3.17 -5.57 5.31
C -2.43 5.14 0.18
C -1.79 4.69 -1.12
As -1.70 2.72 -1.24
C -1.29 2.59 -3.16
C 0.16 2.99 -3.41
C -3.64 2.36 -1.30
C -4.46 3.05 -2.38
H -2.41 6.23 0.28
H -1.90 4.72 1.04
H -3.47 4.83 0.25
H -0.76 5.05 -1.18
H -2.32 5.09 -1.99
H -1.98 3.20 -3.74
H -1.46 1.55 -3.45
H 0.31 4.06 -3.28
H 0.48 2.74 -4.43
H 0.84 2.49 -2.71
H -4.02 2.61 -0.31
H -3.74 1.28 -1.38
H -4.33 4.13 -2.37
H -5.53 2.85 -2.25
H -4.19 2.69 -3.38
Te -3.40 -1.37 0.63
C -4.25 -1.15 -1.29
C -5.62 -0.91 -1.45
C -6.18 -0.76 -2.72
C -5.38 -0.84 -3.85
C -4.02 -1.07 -3.71
C -3.46 -1.22 -2.44
H -6.25 -0.84 -0.58
H -7.24 -0.57 -2.81
H -5.82 -0.72 -4.84
H -3.38 -1.14 -4.58
H -2.39 -1.38 -2.35

**Strongest force on any atom**: 0.64 eV Å⁻¹
**Multiplicity**: 1
**Net charge**: -1
**LUMO level**: 0.089 Ha
**DFT total energy**: -129077.5222 eV
**Energy relative to the best compared isomer or geometry (same formula, charge and spin)**: 15.1 kcal/mol
**Kohn-Sham gap**: 6.55 eV